C23H41F5IrOP2Te | ωB97M-V with the def2-TZVPD basis set

Structure (XYZ):
```
74
Properties=species:S:1:pos:R:3:forces:R:3
Ir -2.202171 0.432320 0.608326 -1.44 -1.19 1.31
C -0.014456 0.273819 2.460052 -0.87 -0.11 0.13
C -1.234064 1.072486 2.422696 0.88 -0.96 2.62
C -1.751603 -1.187961 2.906230 -1.71 1.26 0.09
C -0.355311 -1.046471 2.833026 1.65 0.32 -0.45
C -2.371182 0.122783 2.669507 1.88 -0.28 1.24
C 1.360280 0.783662 2.228236 0.36 0.13 -0.29
H 1.329317 1.813127 1.848031 0.04 -0.20 0.11
H 1.898215 0.159102 1.492932 -0.24 0.12 0.32
H 1.966962 0.793210 3.147606 -0.24 -0.05 -0.19
C 0.641539 -2.092785 3.178372 0.22 0.16 -0.02
H 1.651152 -1.665085 3.127204 -0.24 -0.27 0.02
H 0.570662 -2.937396 2.477761 -0.02 0.08 0.11
H 0.489246 -2.491814 4.194761 -0.10 0.14 -0.31
C -2.464412 -2.410193 3.334751 -0.13 -0.06 -0.30
H -2.236311 -2.643829 4.387695 0.00 0.06 -0.28
H -2.127445 -3.256516 2.718214 -0.12 0.08 0.19
H -3.546042 -2.276962 3.225060 0.26 -0.22 0.04
C -3.642373 0.580347 3.308565 -0.34 -0.10 -0.17
H -3.429793 1.226199 4.170594 -0.02 -0.07 -0.21
H -4.211215 -0.277959 3.674938 -0.06 0.19 -0.17
H -4.244972 1.138729 2.585855 -0.19 0.01 0.33
C -1.261457 2.497643 2.881056 0.17 0.06 -0.41
H -1.443098 2.577696 3.965878 -0.04 -0.21 -0.33
H -2.051847 3.029105 2.352664 -0.01 0.31 0.20
H -0.293515 2.971846 2.689254 -0.27 0.10 -0.05
C 4.976368 -0.912027 -1.146693 -0.01 0.05 0.11
C 5.256599 0.394276 -1.060615 0.07 0.24 0.55
C 4.892808 1.537171 -1.983826 0.05 0.12 -0.41
C 3.438666 2.116571 -1.851411 -0.15 0.31 0.21
C 2.445777 1.184156 -1.198910 1.52 3.06 0.18
C 2.308258 -0.087693 -1.598291 -0.76 -2.99 -0.36
C 2.968259 -0.770553 -2.735385 -0.61 0.45 -0.59
C 4.114937 -1.625142 -2.167636 0.11 -0.40 0.33
H 5.064378 1.264862 -3.038809 0.00 0.04 0.43
H 3.105208 2.358511 -2.877593 -0.12 -0.10 0.28
H 5.585944 2.369652 -1.756046 -0.39 -0.42 -0.26
H 4.714539 -2.003145 -3.002563 -0.02 0.05 0.09
H 5.402621 -1.562499 -0.376556 -0.11 0.21 -0.24
H 5.851550 0.748873 -0.206422 -0.15 -0.50 -0.29
H 3.641778 -2.505422 -1.703224 0.29 0.28 -0.02
H 2.224530 -1.467770 -3.165144 0.26 0.21 0.11
H 1.653281 -0.739102 -1.004881 0.15 0.01 0.01
H 3.317158 -0.091908 -3.531715 -0.13 -0.10 0.44
H 3.468502 3.083334 -1.315975 -0.10 -0.53 -0.15
H 1.905010 1.574640 -0.337690 0.09 -0.37 -0.14
P -0.683828 0.980803 -0.948535 0.82 0.85 -3.46
C -0.084206 1.591560 -2.742636 1.46 -0.33 -0.17
C -0.913233 2.825154 -0.662196 -0.02 0.23 0.04
P -3.068732 -0.750683 -1.008461 1.02 -3.51 -2.30
C -1.779068 -0.161969 -2.150020 -0.35 0.47 0.45
C -3.682625 1.510340 -0.254444 -0.77 1.44 0.58
C -4.496265 -0.769927 -2.109592 -0.80 0.40 0.08
H 0.268304 0.713319 -3.294244 -0.17 0.31 -0.08
H 0.732990 2.310611 -2.654280 -0.19 0.02 -0.14
H -0.947762 2.062157 -3.235217 0.27 -0.28 0.39
H -1.519169 3.254385 -1.469974 0.18 0.11 0.31
H 0.128895 3.156985 -0.773055 -0.32 0.34 0.03
H -1.285523 3.140276 0.319549 0.04 -0.24 -0.39
H -4.306884 -0.294864 -3.079631 0.09 0.03 0.38
H -5.384619 -0.310475 -1.673300 -0.11 -0.31 -0.13
H -4.643554 -1.839231 -2.280951 -0.17 0.12 0.12
H -1.149766 -0.994545 -2.525818 -0.05 0.41 0.34
H -2.224232 0.416056 -2.983918 0.39 -0.27 0.46
H -4.682739 1.053777 -0.248800 0.32 0.31 -0.03
H -3.462208 1.966580 -1.224758 -0.24 -0.15 0.10
H -3.641208 2.292580 0.516865 -0.47 0.30 -0.41
F 0.253409 -5.547926 -1.322861 -0.22 1.05 0.20
Te -0.111970 -3.712056 -0.683698 0.51 -1.66 -0.04
F 0.207617 -2.882542 -2.470667 0.24 0.12 0.01
F -0.031881 -4.381591 1.208921 0.10 0.40 -0.44
F 0.208898 -1.829849 -0.027278 0.06 0.38 0.30
F 1.792193 -3.701539 -0.558968 -0.66 0.25 -0.03
O -2.855109 -2.149276 -0.491914 -0.36 0.29 0.02
```
Positions in Å, forces in eV/Å.

Output
2S+1	5
charge	+1
frontier orbital gap (spin up / spin down)	7.08 / 3.97	eV
energy above the lowest of the compared OMol25 structures with the same formula, charge and spin	42.7	kcal per mole

The computed Löwdin charges, all in e, follow: Ir 0.9299; C -0.1895; C -0.3563; C -0.1453; C -0.1592; C -0.3796; C -0.0234; H 0.0736; H 0.0895; H 0.1119; C 0.0136; H 0.0894; H 0.0695; H 0.1128; C 0.0129; H 0.1172; H 0.1041; H 0.0895; C -0.0147; H 0.1009; H 0.0881; H 0.0788; C -0.0276; H 0.1114; H 0.0768; H 0.0845; C -0.0756; C -0.0997; C -0.1598; C -0.1401; C -0.0563; C -0.0363; C -0.1394; C -0.1394; H 0.1166; H 0.1293; H 0.1193; H 0.1322; H 0.1180; H 0.1123; H 0.1106; H 0.1268; H 0.0951; H 0.1261; H 0.1207; H 0.0740; P 0.8239; C -0.2142; C -0.2722; P 0.4512; C -0.4005; C -0.2841; C -0.1688; H 0.0501; H 0.0249; H 0.0593; H 0.0541; H 0.0359; H 0.0161; H 0.0608; H 0.0492; H 0.0684; H 0.0567; H 0.0576; H 0.0204; H 0.0361; H 0.0257; F -0.5407; Te 1.9614; F -0.5573; F -0.5540; F -0.5707; F -0.4471; O -0.4351

C30H42GdN8O7S2 | ωB97M-V with the def2-TZVPD basis set

Structure (XYZ):
```
90
Properties=species:S:1:pos:R:3:forces:R:3
Gd 1.042619 0.086993 0.048100 -1.49 0.44 0.66
C 0.440771 -3.088592 4.014414 -0.28 -1.21 -0.10
O 0.915252 -1.752361 4.274774 -0.45 2.55 -1.43
C 0.982740 -0.906801 3.218800 -0.36 -1.04 1.32
O 0.915388 -1.308658 2.039946 0.28 0.71 0.57
N 1.055005 0.428659 3.557800 0.28 -2.46 -3.78
N 1.269790 1.305068 2.447329 -2.00 -0.71 1.17
H 1.350010 -3.619764 3.729695 -0.37 -0.46 -0.10
H -0.324239 -3.164454 3.168490 1.02 0.33 1.35
H 0.073009 -3.492585 5.004311 0.29 0.64 -1.30
H 1.199729 0.712221 4.461466 0.46 0.78 2.62
H 2.158410 1.748998 2.488907 0.86 0.39 0.30
H 0.542042 1.993802 2.595678 0.11 0.57 -0.59
N -1.365342 -0.967426 0.283548 1.17 -0.28 0.77
C -2.353871 -0.040465 -0.177054 1.09 -0.93 0.76
C -2.918870 0.833255 0.747618 0.42 0.75 -1.01
C -3.723395 1.847718 0.248567 -0.25 -1.21 -1.19
C -4.025070 1.840929 -1.137839 0.42 0.76 1.00
C -3.360364 1.005441 -2.016737 -0.46 -0.80 -0.20
C -2.527543 -0.017938 -1.542869 -1.36 1.76 0.35
H -1.420073 -1.331059 1.252249 -0.27 0.55 -0.72
H -1.355999 -1.793399 -0.307132 -0.07 -0.33 -0.18
H -2.564626 0.773037 1.763918 -0.31 0.01 0.34
H -4.177791 2.586051 0.868728 -0.27 0.29 0.46
H -4.766346 2.557091 -1.463964 0.13 0.03 -0.33
H -3.574476 1.020379 -3.077692 -0.13 0.21 0.01
H -2.188079 -0.781146 -2.202856 0.50 -0.39 -0.23
O 0.207731 2.295231 0.021758 -0.36 0.00 0.17
S -0.726789 3.554005 -0.069406 0.09 -0.77 2.42
C 0.016805 4.517638 -1.261796 1.42 -0.16 -0.48
C 1.423643 4.664776 -1.374794 -0.57 -0.57 1.05
C 1.899572 5.300992 -2.455870 0.38 0.48 -1.68
C 1.081611 5.788492 -3.483664 0.82 0.36 0.69
C -0.240902 5.526327 -3.385885 -0.76 0.57 -0.96
C -0.789483 4.890524 -2.306751 -1.46 -0.27 0.82
C -0.430178 4.489938 1.516929 0.97 -0.10 -1.48
C 0.440885 5.604477 1.497456 -0.81 -1.47 -2.02
C 0.529706 6.368275 2.594781 -0.77 0.09 2.10
C -0.146680 6.008799 3.750356 0.69 0.18 1.10
C -0.896161 4.833386 3.771042 0.17 1.66 1.69
C -1.091829 4.082583 2.685229 0.79 -0.01 -3.40
H 2.196553 4.323052 -0.676611 -0.82 -0.10 0.20
H 2.944641 5.337120 -2.583125 1.16 0.45 -0.02
H 1.467905 6.439893 -4.259075 0.11 -0.42 -0.15
H -0.887999 5.844919 -4.160606 -0.59 0.32 -0.66
H -1.885836 4.735691 -2.245386 0.83 0.02 -0.09
H 0.992795 5.940935 0.618389 -0.43 -0.37 0.13
H 1.066908 7.262029 2.587432 0.98 1.22 -0.05
H 0.026914 6.622723 4.672099 -0.58 -0.70 -0.96
H -1.440786 4.563299 4.625361 -0.46 -0.18 1.35
H -1.768408 3.273810 2.615567 -0.68 -0.81 0.29
C -4.248560 -4.867020 -0.757394 -1.43 -0.04 -0.49
C -3.119204 -5.216456 0.147741 0.68 0.33 1.01
S -1.531978 -4.485533 -0.367688 -0.88 1.00 -0.09
O -1.855251 -3.401494 -1.296169 0.10 -0.27 -0.20
O -0.746407 -4.042409 0.760137 0.25 -0.35 0.48
C -0.644704 -5.723215 -1.296173 -0.72 -0.76 -0.36
C 0.337517 -5.107660 -2.301825 -1.53 -0.30 -2.48
N 1.102938 -4.035722 -1.703374 0.59 1.08 0.14
C 0.986650 -2.696050 -1.884401 -0.28 0.61 -1.36
N 1.794121 -2.007640 -1.075911 0.02 -0.59 0.68
C 2.446581 -2.959913 -0.297255 -1.01 -0.21 -1.38
C 2.037992 -4.174241 -0.703073 -0.22 -1.36 0.48
N 2.339108 -5.477737 -0.080208 0.31 -0.68 0.16
O 2.865239 -5.413096 1.020690 -0.45 -0.04 -1.13
O 2.046122 -6.520691 -0.686981 0.56 1.82 0.89
C 0.227432 -2.028957 -3.027867 -0.27 -1.83 0.91
H -5.231130 -4.984793 -0.270852 0.53 -0.14 0.03
H -4.298633 -5.429432 -1.677049 0.22 -0.69 -0.12
H -4.223186 -3.874459 -1.131138 0.18 1.20 0.14
H -2.931041 -6.268061 0.118788 0.10 -0.87 0.34
H -3.291908 -4.914400 1.215968 0.41 -0.14 -1.01
H -1.468922 -6.258464 -1.820881 0.73 0.17 0.07
H -0.155781 -6.426311 -0.614089 -0.25 0.22 0.00
H -0.289037 -4.711510 -3.202458 1.27 -0.28 1.72
H 1.017251 -5.877124 -2.751730 -0.64 0.66 0.73
H 3.172383 -2.785526 0.421533 0.99 0.58 1.24
H 0.616929 -2.427167 -3.952595 0.38 0.25 -0.44
H 0.281570 -0.960294 -2.986774 0.24 0.46 0.00
H -0.813626 -2.352808 -3.017181 -0.01 0.16 0.14
N 1.537741 1.298725 -2.102243 -0.78 0.73 1.51
H 1.692772 2.249413 -1.724938 -0.24 -0.53 -0.39
H 0.648510 1.331980 -2.587802 -0.07 0.22 -0.22
H 2.245555 1.131111 -2.758641 1.20 -0.50 -1.22
C 5.847270 0.090128 0.943517 -0.43 -1.78 -0.98
C 4.402809 0.317688 0.872210 3.98 0.34 0.68
N 3.290911 0.497692 0.872536 -2.41 0.03 -0.63
H 6.076791 -0.531029 1.809473 -0.03 0.37 0.28
H 6.543012 0.909980 0.811730 -0.44 0.45 0.17
H 6.002876 -0.611428 0.100786 0.27 0.32 0.14
```
Positions in Å, forces in eV/Å.

Output
2S+1	8
charge	+3
frontier orbital gap (spin up / spin down)	5.55 / 8.56	eV
energy above the lowest of the compared OMol25 structures with the same formula, charge and spin	13.0	kcal per mole

The computed Löwdin charges, all in e, follow: Gd 1.6998; C -0.0036; O -0.0017; C -0.4754; O -0.1090; N 0.0899; N 0.0085; H 0.0992; H 0.0999; H 0.1300; H 0.1353; H 0.0826; H 0.0797; N 0.0277; C -0.3281; C -0.0392; C -0.0617; C -0.0587; C -0.0501; C -0.0271; H 0.1124; H 0.0322; H 0.1138; H 0.1101; H 0.1167; H 0.1184; H 0.0920; O -0.7094; S 1.1226; C -0.4461; C -0.1208; C -0.0576; C -0.0059; C -0.0555; C -0.0648; C -0.2863; C -0.0618; C -0.0582; C -0.0047; C -0.0704; C -0.1077; H 0.1339; H 0.1114; H 0.1353; H 0.1196; H 0.1373; H 0.1112; H 0.1111; H 0.1471; H 0.1100; H 0.0987; C -0.1130; C -0.2542; S 0.7211; O -0.3577; O -0.3125; C -0.1922; C -0.1151; N 0.0474; C -0.3062; N -0.0155; C -0.0306; C -0.1187; N -0.2730; O 0.1307; O 0.0885; C 0.0293; H 0.1097; H 0.0882; H 0.0565; H 0.0948; H 0.1334; H 0.1347; H 0.1091; H 0.1706; H 0.1581; H 0.1080; H 0.1042; H 0.0505; H 0.0661; N 0.0015; H 0.0267; H 0.0567; H 0.0512; C 0.0117; C -0.1500; N 0.0723; H 0.1109; H 0.1101; H 0.1142